1 | This record from OMol25 describes a cluster of 11 separate species, C5H32N2O11 in total. The level of theory is ωB97M-V with the def2-TZVPD basis set.

Structure (XYZ):
```
50
Properties=species:S:1:pos:R:3:nbo_charge:R:1
H -3.510 -0.929 -0.414 0.500
H -0.664 2.048 -4.021 0.495
H 0.792 1.362 -4.293 0.482
H 3.248 -0.727 2.326 0.174
H 2.526 0.817 1.386 0.202
C 2.117 -2.940 0.677 -0.663
C 0.801 -1.584 2.777 -0.467
O -0.398 -2.748 -0.669 -0.657
H -1.568 -0.624 -1.029 0.434
H -2.246 3.126 0.829 0.504
H 2.201 -0.959 -0.387 0.284
H -1.819 3.093 -1.079 0.512
H 0.899 -2.777 2.559 0.206
O -1.574 2.605 -2.000 -1.002
O 0.217 1.894 -3.703 -0.972
H -2.406 3.112 -2.501 0.472
O -2.710 1.613 1.772 -0.979
H -4.160 0.271 -1.159 0.488
H 2.573 -2.988 1.657 0.210
H -3.722 3.632 0.658 0.479
H 1.293 -1.506 3.703 0.206
O -2.296 -1.389 1.715 -0.973
O 4.679 1.688 -0.839 -0.931
H -1.830 1.108 1.698 0.466
H -1.900 -3.169 -1.294 0.512
H -1.525 -0.736 1.589 0.480
H 1.658 0.935 -2.517 0.489
H 4.625 1.336 0.069 0.470
O -2.881 -3.292 -1.016 -1.010
H -0.334 -1.372 2.963 0.217
H 2.821 -3.365 -0.156 0.225
H -2.113 -2.274 1.340 0.494
H 0.746 1.730 -0.649 0.445
N 1.193 -0.682 1.579 -0.461
C 0.084 -1.674 -0.374 0.702
O 2.337 0.565 -2.050 -1.003
C 2.400 -0.019 2.054 -0.431
N -0.542 -0.526 -0.735 -0.837
H 2.308 0.479 3.008 0.207
H -3.282 0.872 1.264 0.521
H 3.124 0.974 -1.803 0.508
H -2.964 -4.028 -0.472 0.465
H 1.267 -3.730 0.621 0.236
C 1.439 -1.459 0.303 -0.175
O -3.460 -0.014 -0.473 -0.962
O 0.926 2.623 -0.560 -0.947
O -2.729 3.944 0.484 -0.981
H 0.306 3.021 -1.245 0.498
H -0.001 0.255 -1.015 0.391
H 4.059 2.409 -0.578 0.477
```

Net charge: 0
SMILES string: C[C@@H](C(N)=O)N(C)C.O.O.O.O.O.O.O.O.O.O
HOMO (eV): -9.118
LUMO energy (eV): 0.076

=====

2 | This record from OMol25 describes a cluster of 11 separate species, C5H32N2O11 in total. The level of theory is ωB97M-V with the def2-TZVPD basis set.

Structure (XYZ):
```
50
Properties=species:S:1:pos:R:3:nbo_charge:R:1
H 2.472 0.861 -1.262 0.508
C -1.329 1.086 0.590 -0.164
H 0.643 0.684 0.202 0.380
H -1.018 -3.175 -2.664 0.485
H 0.087 3.461 -0.288 0.477
O -0.723 3.863 -0.611 -0.952
O -1.936 -2.977 -2.462 -0.947
C -1.667 -0.265 -0.064 -0.629
H 1.063 -1.816 1.462 0.497
H 1.571 -3.241 1.440 0.476
H 2.581 3.252 -2.219 0.505
H 2.199 3.460 1.866 0.217
H 1.865 -1.531 -1.914 0.499
O -3.114 2.207 1.840 -0.624
H -0.579 2.679 -3.901 0.497
H -1.991 -1.836 3.061 0.481
H -1.120 0.124 3.039 0.427
H 0.723 1.641 2.788 0.200
O 2.323 2.329 -2.247 -1.025
H -1.161 4.362 0.091 0.483
H -1.263 -0.165 -1.076 0.187
H 1.514 2.008 -2.701 0.522
H 1.566 -3.777 -0.487 0.469
H 1.497 -3.640 -1.968 0.478
O -1.317 -2.478 3.262 -0.994
H 0.318 1.463 -4.197 0.481
N -2.049 0.554 2.931 -0.882
N 0.042 0.978 0.992 -0.676
O 1.117 -4.149 -1.247 -0.958
O 0.993 -1.696 -2.282 -0.985
O 2.913 0.051 -0.897 -1.008
H -0.905 -2.948 2.550 0.505
C 0.562 2.109 1.820 -0.220
H -1.659 1.872 -0.162 0.230
H -2.329 -4.189 0.574 0.482
O 0.958 -2.649 0.975 -0.965
H -0.933 -3.811 0.459 0.491
O -0.080 1.961 -3.467 -0.948
H -2.626 -0.709 -0.020 0.240
H 3.827 -0.016 -1.204 0.483
H -2.730 0.852 3.630 0.416
C 1.939 2.623 1.238 -0.660
H 0.307 -1.430 -1.660 0.484
C -2.273 1.322 1.800 0.680
H -1.114 -1.098 0.415 0.225
H -1.998 -2.015 -2.496 0.464
H 2.641 1.809 1.274 0.227
H 2.101 2.873 0.199 0.215
H -0.275 2.962 1.869 0.194
O -1.630 -3.834 1.131 -0.964
```

Net charge: 0
SMILES string: CCN[C@@H](C)C(N)=O.O.O.O.O.O.O.O.O.O.O
HOMO (eV): -9.180
LUMO energy (eV): -0.078

=====

Of them, 2 has the highest stability.

=====

1 | This record from OMol25 describes a cluster of 2 separate species, C2H7NS2 in total. The level of theory is ωB97M-V with the def2-TZVPD basis set.

Structure (XYZ):
```
12
Properties=species:S:1:pos:R:3:mulliken_spin:R:1
H 0.323 3.541 2.173 0.000
C 1.172 0.876 2.316 -0.001
S -0.913 -1.810 -0.943 0.443
H 1.033 -0.191 2.314 0.001
H -1.370 2.978 1.575 0.001
H 1.191 1.186 3.368 0.000
H 0.074 -0.268 -3.148 0.064
H 2.057 1.235 1.638 0.005
S 0.546 -0.626 -1.941 0.442
N -0.105 1.453 1.808 -0.004
H -1.493 -0.910 -0.096 0.049
C -0.373 2.665 1.960 0.000
```

Multiplicity: 2
Expectation value of S²: 0.753
Net charge: -1
HOMO (alpha / beta) (eV): 0.235 / -4.187
LUMO energy (alpha / beta) (eV): 3.409 / 3.402

=====

2 | This record from OMol25 describes a cluster of 2 separate species, C2H7NS2 in total. The level of theory is ωB97M-V with the def2-TZVPD basis set.

Structure (XYZ):
```
12
Properties=species:S:1:pos:R:3:mulliken_spin:R:1
H 1.320 1.111 0.494 0.109
H -0.519 -1.406 1.715 -0.393
S 1.346 2.441 0.184 0.369
C -0.629 -1.190 -0.340 0.280
H -0.177 0.108 -1.889 -0.067
H -0.991 1.668 1.073 0.065
C 0.040 -1.181 0.809 0.687
H -1.678 -1.450 -0.369 -0.101
H 0.862 -1.169 -1.751 -0.043
H 1.097 -1.016 0.902 -0.277
N -0.091 -0.867 -1.624 0.223
S -0.581 2.951 0.796 0.147
```

Multiplicity: 2
Expectation value of S²: 0.753
Net charge: -1
HOMO (alpha / beta) (eV): 0.816 / -3.884
LUMO energy (alpha / beta) (eV): 3.445 / 3.465

=====

Of them, 1 has the highest stability.

=====

1 | This record from OMol25 describes the molecule C21H26N2O5S. The level of theory is ωB97M-V with the def2-TZVPD basis set.

Structure (XYZ):
```
55
Properties=species:S:1:pos:R:3:nbo_charge:R:1
H 3.659 0.646 -0.796 0.230
H 4.068 -3.410 1.553 0.211
H -0.591 2.724 3.986 0.214
O -5.995 0.147 -0.443 -0.483
C 4.563 -1.136 0.023 -0.394
C 1.040 -1.110 -0.503 0.680
C -4.661 0.103 -0.771 0.197
O -0.368 2.666 -2.235 -0.930
H 2.609 -1.793 -1.605 0.395
H -1.763 -1.439 0.021 0.246
H 2.438 -3.716 0.950 0.217
H -4.878 1.683 -2.174 0.230
H -5.925 -2.478 -0.133 0.179
N -0.601 0.191 -1.805 -0.668
H 1.997 1.623 0.755 0.235
O 1.615 1.320 -1.696 -0.960
H -7.380 -0.652 0.780 0.202
C -0.033 1.993 0.270 -0.238
C 3.230 -1.783 0.404 -0.055
C -1.488 2.631 2.046 -0.217
C -6.294 -0.546 0.747 -0.096
C 0.830 2.169 2.486 -0.205
H 4.230 0.807 0.870 0.190
H 1.653 2.097 3.180 0.214
C 5.774 0.985 -0.610 -0.598
C -5.602 -1.908 0.750 -0.097
C -2.428 -0.769 -0.498 -0.284
C 0.221 -0.995 -1.790 -0.307
H 2.798 -1.280 1.276 0.227
C 4.467 0.383 -0.109 -0.410
H -0.425 -1.871 -1.891 0.240
O 0.581 -0.788 0.576 -0.649
C -3.779 -0.804 -0.178 0.292
H -5.835 -2.471 1.655 0.202
H 6.022 0.594 -1.594 0.200
H 5.305 -1.388 0.783 0.207
H 5.688 2.066 -0.687 0.213
C -1.290 2.369 0.700 -0.204
N 2.273 -1.612 -0.673 -0.608
C -4.179 1.001 -1.717 -0.233
H -2.093 2.460 -0.013 0.236
H 6.592 0.750 0.068 0.197
C -2.844 1.009 -2.065 -0.228
H -2.465 1.708 -2.790 0.248
C 3.400 -3.272 0.708 -0.604
C -0.431 2.524 2.936 -0.190
H -2.467 2.919 2.398 0.217
H 0.887 -0.937 -2.655 0.221
O -4.202 -1.742 0.730 -0.494
C 1.032 1.901 1.143 -0.185
H 3.818 -3.790 -0.153 0.199
S 0.228 1.618 -1.461 2.312
H -5.952 0.033 1.616 0.179
H 4.904 -1.563 -0.924 0.188
C -1.956 0.133 -1.441 0.119
```

Net charge: 0
SMILES string: CCC[C@H](C)NC(=O)CN(c1ccc2c(c1)OCCO2)S(=O)(=O)c1ccccc1
HOMO (eV): -8.132
LUMO energy (eV): 0.724

=====

2 | This record from OMol25 describes the molecule C21H26N2O5S. The level of theory is ωB97M-V with the def2-TZVPD basis set.

Structure (XYZ):
```
55
Properties=species:S:1:pos:R:3:nbo_charge:R:1
H -1.509 3.067 5.867 0.201
C 2.513 -1.869 -3.417 -0.226
H 2.888 -0.332 -1.941 0.193
H -1.577 1.207 4.271 0.204
C 3.467 -3.631 -1.951 0.895
O -4.873 1.597 0.943 -0.972
C -2.657 0.544 -2.650 -0.212
S -4.085 0.647 1.715 1.268
C -0.184 0.038 -2.672 0.628
H -4.739 0.614 -1.860 0.246
H 7.277 -3.855 -0.580 0.216
H 6.571 -2.303 -1.058 0.207
C -3.788 -0.829 0.556 -0.638
H -0.222 -1.793 -0.708 0.240
O 4.623 -3.327 -2.583 -0.528
H 1.808 -2.051 -4.235 0.199
H -3.166 5.950 5.703 0.222
C -1.815 3.250 4.847 -0.164
H -1.674 6.549 4.986 0.219
C 6.358 -3.352 -0.866 -0.636
H 0.366 -3.288 -2.597 0.193
H -2.843 5.735 2.819 0.211
H -3.153 -1.526 1.095 0.239
H 3.525 -1.828 -3.816 0.240
H -2.689 1.062 -3.585 0.248
C -3.186 -0.387 -0.705 0.271
O -0.002 0.756 -3.645 -0.626
C -1.535 -0.021 -2.092 0.141
O 3.373 -4.437 -1.055 -0.666
C -2.236 2.414 2.629 -0.073
N 2.412 -2.957 -2.471 -0.453
H 2.122 0.265 -3.443 0.256
C -2.168 4.535 4.457 -0.027
C -2.147 5.675 5.429 -0.627
H 5.646 -3.428 -0.049 0.225
H -4.780 -1.248 0.402 0.251
H -1.682 0.451 1.947 0.227
C 1.119 -3.058 -1.834 -0.228
H 1.162 -3.868 -1.105 0.249
H 6.489 -3.965 -2.944 0.187
H -1.611 5.405 6.335 0.214
C -3.720 0.306 -1.758 -0.294
N 0.842 -0.653 -2.107 -0.423
H -2.911 3.874 1.218 0.222
H 5.522 -5.053 -1.901 0.200
C -2.596 3.698 2.236 -0.178
C -2.326 1.282 1.667 -0.609
H 1.497 -1.535 -0.352 0.196
C -1.854 2.201 3.948 -0.207
H -2.135 1.603 0.646 0.243
C -2.561 4.742 3.139 -0.207
O -1.861 -0.583 -0.897 -0.417
C 2.152 -0.552 -2.721 -0.239
C 5.783 -4.011 -2.112 -0.067
C 0.768 -1.729 -1.147 -0.235
```

Net charge: 0
HOMO (eV): -8.584
LUMO energy (eV): 0.441

=====

Of them, 2 has the highest stability.

=====

1 | This record from OMol25 describes the molecule C3H4N2OS2. The level of theory is ωB97M-V with the def2-TZVPD basis set.

Structure (XYZ):
```
12
Properties=species:S:1:pos:R:3:nbo_charge:R:1
H 2.465 0.950 1.770 0.209
H -1.776 0.779 0.732 0.186
S 0.098 0.841 -1.064 0.581
C 0.832 0.044 0.395 -0.443
N -1.226 -0.273 -1.163 -0.825
N -3.104 -0.956 0.236 -0.625
H -3.039 -1.659 -0.588 0.336
O 2.499 1.473 -0.544 -0.511
C 2.064 0.912 0.649 0.322
S 0.446 -1.260 1.267 0.125
H -0.848 -1.326 -0.991 0.398
C -2.095 -0.160 0.066 0.247
```

Net charge: 0
SMILES string: [H]/N=C\NSC(=S)C=O
HOMO (eV): -9.600
LUMO energy (eV): -2.086

=====

2 | This record from OMol25 describes the molecule C3H4N2OS2. The level of theory is ωB97M-V with the def2-TZVPD basis set.

Structure (XYZ):
```
12
Properties=species:S:1:pos:R:3:nbo_charge:R:1
C -1.320 1.019 0.178 0.037
H 2.836 0.226 -0.998 0.101
N -0.454 1.844 -0.239 -0.067
S 3.110 -0.700 -0.092 0.172
N 1.479 -1.021 0.404 -0.576
H -1.307 -1.318 -1.496 0.133
H -0.815 -0.589 1.623 0.275
O 0.785 1.146 -0.263 -0.369
S -1.779 -1.598 -0.259 0.038
C 0.635 -0.097 0.244 0.506
H -2.339 1.415 0.297 0.229
C -0.834 -0.327 0.601 -0.480
```

Net charge: 0
SMILES string: S/N=C1\ON=C[C@H]1S
HOMO (eV): -8.845
LUMO energy (eV): 0.269

=====

Of them, 2 has the highest stability.